{
  "formula": "C31H43Cl2N4NbO6PSSi",
  "method": "the ωB97M-V functional and the def2-TZVPD basis",
  "relative_energy_ev": 0.000,
  "homo_energy_ev": -9.682,
  "multiplicity": 1,
  "total_charge": 1,
  "gap_ev": 5.46,
  "elements": ["H", "H", "H", "C", "C", "C", "H", "H", "H", "H", "C", "H", "N", "H", "C", "C", "O", "H", "H", "C", "H", "O", "H", "O", "O", "Nb", "C", "C", "Si", "H", "N", "C", "H", "C", "H", "C", "H", "H", "Cl", "C", "C", "C", "H", "N", "C", "C", "H", "C", "O", "H", "C", "H", "H", "H", "H", "C", "C", "C", "C", "H", "C", "H", "S", "C", "H", "H", "Cl", "H", "C", "H", "H", "C", "C", "H", "H", "N", "H", "H", "H", "H", "H", "H", "C", "H", "C", "O", "C", "P", "H", "H"],
  "coordinates": [[3.03788, 4.18533, -0.80683], [0.50888, -3.02454, 3.82472], [-5.39228, -3.23773, 4.90586], [0.55130, -3.59964, -2.14504], [1.43839, 0.92539, -6.40352], [-2.42356, -4.38184, 4.74771], [-3.74332, 4.45111, -1.96149], [2.00687, 4.25149, -6.20616], [3.42289, -4.01228, -2.61239], [-2.11927, 4.52643, -2.42750], [1.24874, 4.20348, -3.68523], [0.09825, -2.76935, -2.74544], [-1.05148, -0.83863, -1.04496], [-5.17901, -3.66770, 3.08056], [-1.33965, -2.03504, 3.62947], [0.23457, -0.00565, 5.14521], [1.61434, -1.11847, -1.60072], [0.71603, 3.20923, 0.26641], [4.52665, 2.11122, -1.32897], [0.87545, 1.72862, -4.16850], [2.97325, 0.42590, -2.40016], [-1.02010, 1.84100, -0.89069], [3.41240, 1.14928, 3.22233], [2.89397, -0.05517, 1.17253], [0.57386, 4.39091, -2.68315], [0.50955, 0.73579, -1.21097], [1.93195, -3.13160, 0.35788], [-3.63206, -0.99782, 3.42931], [-2.58946, 2.32598, -1.30315], [1.38429, 0.15727, -7.17837], [1.26697, 2.89953, -0.51928], [3.45457, 2.20478, -1.55298], [3.08149, 0.29850, -0.67726], [0.94128, 0.67486, -5.11180], [-2.54101, 4.77419, -0.69698], [2.56528, 0.84887, 3.86017], [1.98109, -4.20433, 0.48128], [-4.52611, -1.07795, 4.02836], [2.28362, 2.45941, -8.48819], [-3.59955, 1.95608, 0.27548], [-3.26226, -3.43932, 4.15808], [1.35046, 3.04302, -4.52486], [-3.87867, -0.91130, 2.38379], [-0.70780, -0.86245, 3.10481], [2.71775, 3.15524, -0.50331], [1.73923, 0.14238, 1.59137], [-2.88866, -5.36496, 4.90804], [-0.52374, -3.05755, 4.09055], [0.39879, 1.47313, -2.93816], [-4.37700, 2.71451, 0.37595], [2.43633, 0.92725, 5.19945], [-3.93444, 0.57266, -2.51946], [1.08555, -2.66879, 0.84087], [3.17962, 2.87065, 0.47320], [-0.77723, -0.62048, 2.13789], [1.54997, 0.22734, 3.10675], [-4.73676, -3.76310, 4.09904], [3.43352, -2.96739, -2.23211], [0.37563, -0.21765, 3.76703], [4.32620, -2.95524, -1.58309], [-2.74853, -2.15632, 3.82633], [1.32755, 0.26861, 6.94570], [-2.68742, -2.90718, -0.09694], [1.34251, 0.36419, 5.86353], [-4.83406, -4.82836, 4.32352], [-2.30740, 0.67692, -3.20959], [0.08267, -0.86304, -4.76887], [-3.57724, 1.88958, -3.62866], [-1.02894, -4.11982, 4.79849], [2.82487, -2.66335, 0.74043], [0.87156, 3.45167, -1.38940], [1.79076, 2.22058, -6.83139], [-1.76716, -1.75375, -0.69607], [-0.33860, -4.78130, 5.32784], [-0.12255, -3.96255, -1.43274], [2.78822, 0.90205, -1.50467], [0.89806, -4.39909, -2.83345], [3.54615, -2.24785, -3.04858], [1.93064, 4.93145, -4.08101], [-3.11639, -0.07871, 3.68291], [-4.07586, 0.99473, 0.22383], [-0.73080, -0.19259, 5.63471], [-2.71099, 4.16332, -1.61684], [3.40867, 2.60210, -2.62052], [1.75387, 3.25387, -5.89220], [0.65358, 0.38593, 0.86265], [-3.15227, 1.27159, -2.79984], [1.86638, -2.63207, -1.39491], [-2.97351, 1.97338, 1.16724], [3.20278, 1.36112, 5.93507]],
  "atomic_forces_ev_per_a": [[-0.7, -0.6, 0.7], [0.8, 0.2, 0.4], [1.2, -0.6, -1.6], [1.2, 1.4, -2.3], [-0.8, 0.1, -0.3], [0.7, 0.2, -0.9], [0.6, -0.6, 0.5], [0.2, 0.3, 0.0], [-0.1, 0.7, -0.1], [0.9, 0.2, -0.4], [-0.3, 0.2, 0.7], [-0.2, -1.0, 0.3], [-0.4, -1.2, 0.1], [0.2, 0.4, 0.8], [-1.0, 0.0, 0.7], [-0.1, -0.8, 0.0], [-0.7, -0.5, 0.4], [0.2, 0.0, 0.5], [-0.3, 0.1, 0.2], [0.5, 0.2, -0.1], [-0.1, -0.1, 0.9], [1.1, -0.7, -0.3], [-0.2, 0.2, 1.0], [-1.4, 0.2, -0.6], [0.5, -0.1, -0.9], [-3.0, -0.1, 2.9], [0.6, 1.0, -1.2], [0.4, -0.3, 0.9], [-0.8, -0.8, 0.6], [0.1, 0.0, 0.5], [0.1, 0.2, -3.1], [-0.8, 1.3, -0.1], [-0.1, 0.8, -0.9], [-0.5, 0.4, -0.5], [0.1, -0.5, -0.7], [0.0, -0.4, -2.4], [-0.2, -0.2, -0.1], [-0.5, 0.3, -0.1], [-0.2, 0.1, 0.7], [0.5, 0.6, -0.8], [-0.1, 1.1, 0.9], [-0.8, -2.7, -2.0], [-0.2, -0.4, -0.5], [0.6, 0.6, 0.5], [1.9, -0.6, -0.4], [0.6, 0.3, 1.6], [0.6, 0.4, 0.7], [-0.2, 0.2, 0.1], [0.9, -0.1, -1.6], [-0.1, 0.0, 0.1], [1.8, 0.3, 3.4], [-0.1, -0.1, 0.2], [-0.5, -0.1, 0.3], [-0.7, 0.5, -0.5], [-0.4, -0.2, -0.5], [-1.0, -0.3, -0.5], [-1.1, 0.1, 0.5], [0.3, -1.1, 0.1], [-1.0, -0.1, -0.7], [-0.5, 0.4, 0.0], [1.0, -0.2, -1.8], [0.0, 0.5, -0.1], [0.1, 0.0, -0.3], [-0.4, 0.6, 0.0], [-0.1, 0.1, 0.1], [-0.5, 0.4, 0.2], [1.0, 1.3, -0.2], [0.4, -0.3, 0.6], [-0.9, -1.2, 0.1], [0.4, 0.1, 0.4], [0.5, -1.2, 2.1], [0.0, -0.4, 1.2], [1.6, 2.3, -0.2], [-0.3, -0.1, -0.5], [-1.1, -0.5, 1.1], [0.2, -0.2, -0.1], [-0.1, 0.5, 0.5], [0.0, -0.3, 0.0], [0.3, 1.4, 0.0], [0.0, 0.3, 0.1], [-0.2, -0.6, 0.0], [0.6, -0.4, -0.3], [-1.2, 0.5, 0.5], [-0.2, -0.4, 1.3], [-0.1, -0.5, 0.8], [1.7, -0.2, -0.9], [0.4, 0.7, -0.4], [-0.1, -0.2, 0.5], [0.1, 0.1, 0.0], [-0.8, -0.6, -1.7]],
  "mulliken_charge": [0.44, 0.52, 0.30, -1.05, -0.44, -0.62, 0.36, 0.43, 0.46, 0.33, -0.27, 0.09, -0.61, 0.26, 0.05, -0.54, -0.19, 0.41, 0.48, -0.36, 0.30, 0.07, 0.41, -0.76, -0.55, 0.55, -1.00, -1.49, 0.62, 0.45, 0.16, -0.60, 0.38, 0.65, 0.30, -0.89, 0.56, 0.51, -0.17, -1.24, 0.68, 0.92, 0.18, 0.72, -0.70, 0.64, 0.28, -0.29, -0.07, 0.45, -0.61, 0.39, 0.02, 0.31, -0.14, 0.03, -1.49, -1.35, 0.58, 0.35, 0.55, 0.41, -0.28, -0.62, 0.43, 0.09, -0.20, 0.38, -0.99, 0.39, 0.14, -0.10, 0.46, 0.40, 0.31, -0.02, 0.47, 0.33, 0.39, 0.39, 0.31, 0.41, -1.22, 0.22, -1.07, -0.35, -0.93, 0.98, 0.27, 0.28]
}